# 1
36
Properties=species:S:1:pos:R:3:forces:R:3:nbo_charge:R:1 method="wB97M-V/def2-TZVPD" spin_multiplicity=1 total_charge=0 orbital_gap_ev=9.14 homo_energy_ev=-8.6 smiles="CNC(=O)[C@@H](Cc1c[nH]cn1)NC(=O)CNC(C)=O"
H -2.4072 -2.8537 1.7646 -0.151 0.203 0.361 0.230
C -1.3330 3.1040 1.2874 -1.034 0.239 -1.199 -0.424
H 2.3983 -0.7453 0.7679 -1.510 0.723 0.041 0.240
N 4.0568 2.6015 -1.1619 -0.423 0.527 1.165 -0.513
O -0.7951 -0.7666 2.1709 -0.762 0.309 1.593 -0.635
H 4.4950 3.4784 -1.4453 -0.462 -0.507 0.361 0.423
O -2.5436 -3.5916 -2.2374 -1.029 0.222 1.933 -0.626
C 0.5772 0.0910 -0.2313 0.218 0.089 -0.280 -0.137
H 1.0538 -0.1411 -1.1716 -0.630 0.479 -0.862 0.242
C -3.5890 -1.9181 -0.8875 0.484 -0.870 0.242 -0.721
H -4.4386 -2.1647 -1.4390 -1.626 0.090 -1.041 0.245
H -3.8981 -1.7928 0.1407 0.316 0.626 0.248 0.216
N -0.1795 -1.1085 0.0548 -1.092 -2.797 -1.460 -0.628
H 5.0014 1.2826 -2.5131 0.474 -0.166 -0.620 0.197
H -3.0384 -1.1294 -1.4058 -0.321 0.381 0.585 0.260
O -0.0118 2.2528 -1.2557 -0.418 -1.827 1.964 -0.634
C -0.2172 1.4583 -0.3019 1.901 1.679 -2.560 0.665
H -1.1547 0.9620 1.3516 0.410 0.569 0.303 0.420
H -0.7970 -3.5715 1.6655 -0.426 0.340 -0.232 0.243
C -1.5002 -2.8675 1.1782 -0.171 -0.065 -0.422 -0.314
C 1.8174 0.2268 0.6316 1.967 0.271 1.524 -0.436
C -0.8421 -1.4942 1.2138 1.764 0.580 -2.429 0.674
N -0.8802 1.7814 0.8063 -1.164 -0.469 1.690 -0.629
H -1.0918 3.8268 0.4664 -0.246 -0.508 0.844 0.237
H -1.1559 -4.0498 -0.4430 1.305 -1.635 -0.880 0.398
C -2.7125 -3.1023 -1.1008 1.915 0.538 -2.470 0.677
C 2.9229 1.0209 -0.1130 -1.041 0.388 0.819 0.098
H -0.0988 -1.8118 -0.7500 -0.624 1.405 1.959 0.418
C 3.1691 2.3535 -0.0970 0.185 0.642 -0.067 -0.109
H -2.4732 3.1210 1.4573 1.755 -0.112 -0.306 0.202
H 2.8011 3.0279 0.6668 0.196 0.469 -0.683 0.222
N -1.7714 -3.3586 -0.1670 -0.215 0.196 1.749 -0.617
H -0.8383 3.4179 2.2299 -0.139 -0.431 -0.603 0.204
H 1.4623 0.6303 1.6342 1.116 -0.333 -1.056 0.234
C 4.3266 1.4058 -1.7097 -1.106 -1.328 1.683 0.172
N 3.6855 0.4245 -1.0572 0.582 0.081 -1.893 -0.490

# 2
37
Properties=species:S:1:pos:R:3:forces:R:3:nbo_charge:R:1 method="wB97M-V/def2-TZVPD" spin_multiplicity=1 total_charge=0 orbital_gap_ev=9.24 homo_energy_ev=-8.8 smiles="NC(=O)CC[C@H](NC(=O)[C@@H](N)Cc1c[nH]cn1)C(=O)O"
H 3.4633 -2.0041 -1.8357 -0.070 0.247 0.033 0.496
H -3.1177 -1.5547 -1.4489 -0.075 0.128 -0.279 0.244
C 3.6748 0.6029 1.1975 -0.164 1.617 -0.831 -0.497
C 3.8124 1.7207 0.1431 0.291 1.126 -0.612 0.683
N 2.7291 2.5863 0.0073 1.318 -0.896 -0.467 -0.844
N -3.5959 2.4508 -0.7244 -0.540 0.715 0.337 -0.535
H 2.0077 2.6101 0.6618 -1.163 -0.042 0.958 0.380
C -0.8262 -1.2259 -0.2800 0.845 0.432 -1.365 0.675
H -2.0317 -2.8014 0.2652 -0.093 0.574 -0.077 0.222
H -2.5411 -2.2831 2.3543 0.410 1.023 -0.876 0.377
N -2.1790 -1.4654 1.8199 -0.389 0.127 1.264 -0.881
H 1.6170 0.9060 1.7871 0.240 -0.283 -0.263 0.201
O 1.8993 -2.8053 -0.2707 0.467 -1.277 -0.125 -0.568
H -0.1261 -0.9815 1.5514 0.106 -0.120 0.282 0.431
O 4.8085 1.9335 -0.5285 -0.403 -0.716 0.535 -0.599
H 2.3366 -0.6171 2.1469 -0.298 -0.552 0.403 0.220
C 1.4726 -0.5094 0.1814 0.243 0.228 -0.192 -0.166
O -0.7064 -1.1252 -1.5143 -0.126 -0.157 1.684 -0.655
C -3.3094 1.2654 -1.3578 0.174 -0.660 -0.397 -0.103
H -3.6948 3.3868 -1.1508 0.198 -1.157 0.487 0.424
H 4.3459 -0.2003 0.9781 0.515 -0.332 -0.398 0.241
H -2.9743 1.1841 -2.4073 -0.329 0.119 0.965 0.239
H -2.7520 -0.6359 2.0626 0.441 -0.755 -0.414 0.403
C -3.4935 0.3024 -0.4030 0.162 -1.517 0.842 0.080
C -3.9527 2.1291 0.5645 0.029 1.471 0.325 0.180
N 0.1760 -1.0061 0.5905 0.226 1.026 0.264 -0.606
H 2.8115 3.3697 -0.6152 0.273 -0.034 -0.034 0.405
C 2.1696 -1.6762 -0.5007 0.079 1.634 -0.396 0.793
C 2.2618 0.1133 1.3576 -1.206 -0.325 0.933 -0.391
H -4.2498 2.9279 1.2596 0.192 -0.565 -0.347 0.193
C -3.3093 -1.2161 -0.4377 0.422 0.585 -0.230 -0.431
H 4.0230 1.0638 2.1395 -0.232 -0.272 -0.235 0.240
N -3.8677 0.8572 0.8385 0.060 0.455 -1.732 -0.492
C -2.0924 -1.6946 0.3905 -1.286 -1.204 -0.364 -0.134
H -4.1977 -1.7426 -0.0876 -0.080 0.254 0.137 0.219
O 3.0524 -1.2194 -1.4299 -0.027 -0.833 0.389 -0.682
H 1.3671 0.2749 -0.5677 -0.212 -0.064 -0.206 0.238

# 3
31
Properties=species:S:1:pos:R:3:forces:R:3:nbo_charge:R:1 method="wB97M-V/def2-TZVPD" spin_multiplicity=1 total_charge=0 orbital_gap_ev=8.99 homo_energy_ev=-8.5
C -2.7594 2.4999 -0.9020 -1.784 1.491 0.839 -0.265
H 1.2679 -1.7774 -0.5470 1.796 -0.628 -0.270 0.174
H -3.6121 1.8456 -1.3062 1.705 0.434 0.500 0.185
H 2.7711 1.7199 -0.7005 0.018 -2.217 1.616 0.205
C -3.0706 -0.6701 0.4093 -2.671 -1.605 -2.046 -0.641
H 3.4032 0.2109 -1.2898 -2.293 -0.247 2.023 0.226
H -1.9390 2.7474 -1.5159 0.482 -0.256 -1.822 0.186
H 4.5667 0.6541 0.6017 0.564 -1.297 0.360 0.204
C -1.6999 -0.2567 0.0860 2.724 -1.568 0.586 -0.143
N 3.2915 1.1806 2.0812 -1.454 3.492 -1.962 -0.820
H 3.3914 -0.6898 1.3236 0.807 -1.484 -0.115 0.206
H -3.2337 3.5159 -0.7304 0.358 -1.196 0.310 0.191
C 0.6426 -1.0570 -0.1583 -1.923 1.655 -0.839 -0.326
H -0.7757 -3.5419 -2.1238 1.638 -0.319 4.323 0.168
C 3.6053 0.2713 0.9424 -2.168 3.299 -0.663 -0.241
C -0.3769 -3.4950 -0.6243 -1.014 -2.664 -1.305 -0.298
O -1.3435 -2.5698 -0.1434 3.160 0.628 -0.142 -0.530
C -0.7088 -1.3658 -0.0660 -1.901 3.723 0.279 0.347
H 1.0750 -3.0229 -0.4881 -5.006 -2.942 -0.204 0.234
C 1.1013 0.2833 -0.2648 2.481 -0.673 0.439 0.022
H 2.3671 0.9952 2.5317 0.914 -0.086 -0.757 0.357
C 2.7293 0.5625 -0.3342 -0.399 1.829 -2.677 -0.445
H -3.4160 -1.4327 -0.5210 0.487 2.162 2.500 0.224
H 0.6342 2.3262 0.1128 -0.873 -0.948 -0.824 0.227
C 0.2159 1.3095 -0.1391 -1.239 1.199 1.078 -0.321
H 3.0969 2.1870 1.5166 0.657 -3.184 2.387 0.332
O -2.1141 2.0797 0.3062 0.093 -0.809 -0.399 -0.545
H -0.8623 -4.4785 0.0900 2.473 2.144 -2.818 0.228
H -3.7481 0.2035 0.4883 0.321 -0.558 -0.358 0.230
C -1.2237 1.0314 0.0289 1.184 0.214 0.697 0.391
H -3.2755 -1.2667 1.3361 0.862 0.413 -0.735 0.237

# 4
32
Properties=species:S:1:pos:R:3:forces:R:3:nbo_charge:R:1 method="wB97M-V/def2-TZVPD" spin_multiplicity=1 total_charge=0 orbital_gap_ev=8.88 homo_energy_ev=-8.4
C -1.7868 1.1335 1.0542 0.570 -1.001 -0.054 -0.199
H -3.1615 2.6594 1.3499 -0.184 0.992 0.534 0.209
O -0.0778 -1.2972 -1.2937 0.954 -0.661 -3.103 -0.959
H -1.2792 1.1558 2.0220 0.036 0.807 -0.421 0.222
C -1.5446 0.0534 0.2403 -0.475 -0.223 -1.234 -0.314
H 2.3539 2.3430 -1.3597 -1.421 0.173 -0.186 0.241
S -0.1978 -1.0530 0.1007 -0.070 -1.118 3.228 1.463
C 2.1123 0.7305 -0.2784 2.802 -0.326 -1.029 0.233
H 4.2215 0.4391 0.4809 0.530 -0.580 -0.534 0.198
C -2.3495 -0.2770 -0.8267 -2.548 1.043 -1.483 -0.164
C 1.4851 2.0384 -0.7139 0.611 1.578 -0.257 -0.649
H 3.0917 -0.7279 -1.2396 0.209 -0.305 0.237 0.461
C -3.4700 0.5081 -1.1769 2.042 0.266 1.009 -0.193
C 3.2979 0.9194 0.6961 0.223 0.035 -1.017 -0.464
C 2.1690 0.0221 0.9966 3.722 -3.498 -0.329 -0.440
N -1.2060 -2.3428 0.6736 0.643 -1.893 2.589 -0.819
H -0.9237 -2.3158 1.7111 -1.268 0.344 -1.502 0.353
H -4.0288 0.4012 -2.0857 -0.401 -0.662 -0.056 0.215
H -0.3722 -3.6934 -0.7746 -0.181 -0.140 1.715 0.224
H 1.6378 0.1042 1.8407 -2.520 0.923 2.624 0.212
C -2.8402 1.9214 0.6650 -1.233 0.307 1.166 -0.223
O 2.4728 -0.0545 -1.5107 -1.139 1.854 1.545 -0.705
C -3.7011 1.6182 -0.3703 -1.157 -0.861 -0.716 -0.200
H -1.3196 -4.5455 0.4822 -0.600 0.174 0.326 0.211
C -0.6513 -3.7120 0.3408 1.562 1.514 -1.685 -0.443
H 2.6667 -1.0748 1.0843 -1.768 2.214 -0.944 0.220
H 3.5401 1.8524 1.1191 -0.594 1.220 0.650 0.209
H 0.2421 -3.8210 0.9862 -0.138 -0.606 -0.701 0.173
H -4.7284 2.0088 -0.4949 1.044 0.815 0.221 0.218
H 0.5522 1.8943 -1.2478 0.067 -0.092 -0.456 0.227
H 1.3044 3.0054 -0.0791 0.552 -2.454 -0.135 0.234
H -2.1573 -1.1643 -1.4100 0.131 0.161 -0.002 0.246

# 5
29
Properties=species:S:1:pos:R:3:forces:R:3:nbo_charge:R:1 method="wB97M-V/def2-TZVPD" spin_multiplicity=1 total_charge=0 orbital_gap_ev=9.25 homo_energy_ev=-8.4 smiles=CC(C)(C)C.c1ccccc1
H 1.2734 -0.4463 3.2601 0.698 -0.392 -0.978 0.210
H 1.8576 1.0586 -1.9335 -2.843 -0.002 -1.038 0.238
H -2.4579 -1.7138 -2.1760 -0.837 0.211 -0.418 0.229
H 1.8498 -1.3005 -1.9482 -1.171 0.344 0.347 0.221
H 1.4335 0.3846 -0.3500 -1.933 1.148 1.774 0.220
C -1.6359 0.4159 -2.3714 -3.504 -0.978 -0.777 -0.163
H -0.1359 -2.6327 -1.8683 -1.236 0.984 -0.416 0.212
C 1.5506 -0.2038 2.1985 0.807 2.430 1.531 -0.620
H -1.5063 -0.8620 0.9636 -0.847 -0.188 -0.670 0.205
H 2.2626 -0.8723 1.7198 -0.323 -0.411 0.030 0.213
H -0.5386 2.2104 -2.4515 -0.177 -0.537 0.902 0.238
C 0.7877 0.5802 -2.0928 2.034 -1.431 -0.871 -0.154
C 0.8566 -0.7834 -1.9336 -1.911 -1.079 -2.935 -0.265
C 0.5982 0.9763 0.1854 2.937 -1.168 3.697 -0.602
H -0.2336 2.0012 2.6437 -0.842 -1.638 -0.074 0.200
C -0.5143 1.1550 -2.1005 0.526 1.548 -5.049 -0.340
H -0.2025 1.2426 -0.4980 0.303 -0.101 2.066 0.225
C -0.5111 -1.1648 1.1936 1.227 -0.375 0.567 -0.615
H -0.5850 -1.8442 2.1004 0.328 0.828 -0.943 0.204
H -0.6316 0.3920 3.4605 -0.840 0.619 -0.801 0.206
C -0.7010 0.9485 2.4891 3.111 0.769 -0.634 -0.615
H 1.2201 1.8468 0.4850 -0.845 0.153 0.203 0.203
C -0.4080 -1.5507 -2.0498 4.360 -1.345 1.182 -0.193
H -2.6740 0.8716 -2.8052 2.794 -0.637 1.560 0.223
H -1.6719 1.0797 2.0025 0.012 -0.239 0.545 0.210
C 0.2888 0.1252 1.4757 -2.576 0.984 0.366 -0.028
H 2.0849 0.7977 2.2664 -0.170 -1.108 0.205 0.199
H -0.0125 -1.6851 0.3618 -0.561 -0.162 0.439 0.210
C -1.6437 -1.0267 -2.2276 1.478 1.772 0.191 -0.271

# 6
42
Properties=species:S:1:pos:R:3:forces:R:3:lowdin_spin:R:1 method="wB97M-V/def2-TZVPD" spin_multiplicity=3 total_charge=0 orbital_gap_ev="6.48 / 5.59" homo_energy_ev="-7.2 / -7.5"
C -3.5164 1.2589 -1.9871 -0.137 -0.044 0.207 0.001
H -1.1287 -1.0879 -5.1741 -0.009 -0.080 -0.145 0.000
C 0.3390 2.2457 3.1062 0.244 0.177 -0.163 -0.002
N -1.9713 0.1343 -0.6010 -1.401 0.150 0.252 0.011
H 0.3059 -2.1539 -5.2100 0.007 -0.123 -0.099 0.000
H 2.6851 1.2452 4.0398 0.091 0.122 0.090 0.000
H 2.1278 3.4477 3.0065 -0.040 0.027 -0.067 0.000
S 0.7978 -3.1670 -0.2611 -0.609 -0.134 0.351 -0.006
S 0.0749 -1.0708 -3.0734 0.243 -0.267 -0.462 0.001
H -3.7097 1.8500 -2.8661 0.083 0.064 -0.087 0.000
H 2.6839 -0.6789 2.4796 -0.215 0.144 -0.129 -0.001
N 2.0885 0.1483 2.3528 0.487 0.188 -0.231 0.005
H -1.3696 1.1220 -2.2912 -0.082 -0.007 0.112 0.000
H -1.1554 -2.6526 -4.3235 -0.053 -0.080 -0.095 0.000
H -1.0071 0.6691 2.9858 0.322 -0.067 -0.276 0.001
C -4.2790 0.1056 -0.0363 0.015 0.111 -0.196 0.001
S -2.5451 -1.4024 1.4607 0.140 -0.170 0.121 0.024
Mo -0.1443 -1.5235 1.0216 0.269 -0.413 0.155 0.942
S 3.9347 -2.4321 2.9339 0.285 0.176 -0.269 0.269
C -0.5358 -1.8106 -4.6171 0.091 0.420 0.403 0.000
As 4.1528 -2.7791 0.8677 -0.518 -0.592 0.520 0.301
S 2.0862 -1.6121 -0.2581 0.339 0.176 0.308 0.072
C -2.9675 -0.3183 0.2058 0.289 -0.251 0.046 0.005
H -0.3682 3.0118 2.7728 0.087 -0.076 0.059 0.000
H -5.0442 -0.2249 0.6507 -0.010 -0.010 -0.025 0.000
C -2.2360 0.8757 -1.6940 0.230 0.350 -0.300 0.001
C -4.5586 0.8961 -1.1233 0.310 -0.129 0.064 0.001
H 2.0365 -0.6918 -4.4152 0.130 -0.016 -0.013 0.000
S 3.9642 -4.7916 0.3551 0.077 0.534 -0.274 0.321
O -0.7187 -0.1340 -0.2974 0.636 0.104 -0.105 0.020
S 0.2113 -1.6491 3.3003 -0.310 -0.293 -0.394 0.064
C 1.4624 -0.0901 -3.7173 -0.578 -0.104 0.087 0.001
H 3.6448 1.4743 2.5651 0.015 0.052 0.060 0.000
H -5.5676 1.2246 -1.3087 -0.129 0.033 -0.071 0.000
H 2.0723 0.1725 -2.8591 0.100 0.055 0.017 0.001
H 1.0899 0.8077 -4.2070 0.146 0.063 -0.072 0.000
C 0.7560 -0.1112 2.4009 0.040 -0.310 0.378 -0.014
H 1.7003 2.6100 1.4904 0.060 0.103 -0.044 0.000
C 2.6334 1.3506 2.9495 -0.211 0.132 -0.052 -0.001
C 1.7392 2.5241 2.5768 -0.010 -0.107 0.276 0.000
N -0.1140 0.9562 2.5919 -0.429 0.132 0.198 -0.017
H 0.3502 2.2517 4.2071 0.008 -0.038 -0.133 -0.001